No. 1
Entry from OMol25: a cluster of 12 separate species, C46H125N9O17 in total (the ωB97M-V functional and the def2-TZVPD basis).

Values from the calculation:
LUMO energy in eV: 0.39
SMILES: COC[C@H](C)N.COC[C@H](C)N.COC[C@H](C)N.COC[C@H](C)N.COC[C@H](C)N.COC[C@H](C)N.COC[C@H](C)N.COCCNCCOC.COCCNCCOC.OCCO.OCCO.OCCO
Net charge: 0
Gap between HOMO and LUMO in eV: 8.93

Cartesian coordinates (Å):
C  3.110  -1.575  1.709
O  3.161  -1.651  3.109
C  4.185  -0.942  3.636
C  3.655  -0.223  4.840
C  2.635  0.774  4.389
N  4.744  0.364  5.579
H  2.194  -2.083  1.424
H  3.971  -2.078  1.253
H  3.087  -0.530  1.384
H  5.016  -1.588  3.924
H  4.554  -0.170  2.941
H  3.112  -0.942  5.455
H  2.972  1.384  3.541
H  2.380  1.465  5.198
H  1.685  0.313  4.084
H  5.121  1.179  5.079
H  4.390  0.795  6.440
C  3.633  4.702  4.822
O  3.029  4.100  3.777
C  3.821  3.895  2.645
C  4.402  5.086  2.023
C  3.312  5.977  1.530
N  5.228  4.626  0.838
H  4.138  5.628  4.548
H  4.331  4.006  5.310
H  2.853  4.944  5.544
H  4.652  3.222  2.933
H  3.199  3.388  1.909
H  5.057  5.641  2.698
H  3.671  6.935  1.170
H  2.711  6.242  2.428
H  2.667  5.476  0.815
H  5.841  3.838  1.072
H  4.495  4.221  0.245
C  0.597  2.871  -4.840
O  -0.407  2.099  -5.323
C  -0.049  1.578  -6.526
C  -1.169  0.725  -6.972
C  -1.504  -0.402  -5.997
N  -0.893  0.250  -8.374
H  0.892  3.635  -5.582
H  1.514  2.323  -4.563
H  0.274  3.400  -3.943
H  0.037  2.407  -7.243
H  0.909  1.052  -6.418
H  -2.080  1.340  -7.024
H  -1.929  -0.003  -5.072
H  -0.625  -1.004  -5.722
H  -2.186  -1.090  -6.499
H  -1.684  -0.271  -8.729
H  -0.098  -0.402  -8.292
C  -5.560  1.069  1.090
O  -4.561  0.487  0.294
C  -5.145  0.111  -0.888
C  -4.162  0.016  -1.983
C  -3.474  -1.357  -2.002
N  -3.168  1.135  -1.932
H  -5.248  1.275  2.126
H  -6.417  0.384  1.209
H  -5.876  2.059  0.726
H  -5.665  -0.861  -0.775
H  -5.984  0.776  -1.159
H  -4.624  0.051  -2.981
H  -4.221  -2.153  -2.121
H  -2.901  -1.553  -1.094
H  -2.836  -1.438  -2.887
H  -3.028  1.389  -0.947
H  -2.277  0.748  -2.232
C  0.879  -2.193  -10.436
O  1.180  -2.398  -9.099
C  2.335  -3.083  -8.885
C  2.598  -3.067  -7.399
C  2.905  -1.679  -6.861
N  3.720  -4.025  -7.071
H  -0.083  -1.695  -10.478
H  0.817  -3.145  -10.985
H  1.622  -1.561  -10.945
H  2.194  -4.151  -9.147
H  3.195  -2.651  -9.417
H  1.656  -3.401  -6.911
H  3.901  -1.372  -7.176
H  2.908  -1.706  -5.770
H  2.113  -1.010  -7.204
H  3.727  -4.166  -6.060
H  3.452  -4.964  -7.426
C  -0.786  -4.624  -0.852
O  -1.830  -4.518  -1.790
C  -1.812  -5.506  -2.818
C  -1.211  -4.969  -4.106
C  -2.062  -3.865  -4.700
N  -0.990  -5.985  -5.104
H  -1.082  -4.098  0.047
H  0.161  -4.241  -1.253
H  -0.622  -5.683  -0.579
H  -1.301  -6.425  -2.499
H  -2.874  -5.742  -3.011
H  -0.226  -4.500  -3.942
H  -3.088  -4.249  -4.841
H  -1.715  -3.547  -5.676
H  -2.081  -3.042  -3.994
H  -0.422  -6.737  -4.725
H  -1.897  -6.378  -5.370
C  -1.854  0.997  4.821
O  -1.665  2.323  5.053
C  -0.787  2.929  4.214
C  -0.734  4.348  4.636
C  -2.111  4.992  4.731
N  0.118  5.121  3.685
H  -2.075  0.879  3.736
H  -2.692  0.607  5.376
H  -0.957  0.361  4.953
H  0.199  2.448  4.185
H  -1.176  2.897  3.172
H  -0.244  4.435  5.626
H  -2.861  4.322  5.155
H  -2.475  5.326  3.754
H  -2.081  5.863  5.394
H  1.110  4.798  3.695
H  0.205  6.102  3.942
C  -1.557  -1.167  1.317
O  -0.299  -0.603  1.032
C  -0.221  0.764  1.445
C  1.035  1.381  0.811
N  1.370  0.813  -0.530
C  0.253  0.980  -1.483
C  0.539  0.254  -2.751
O  0.606  -1.108  -2.458
C  1.249  -1.847  -3.448
H  -1.743  -1.202  2.393
H  -1.520  -2.207  0.964
H  -2.355  -0.667  0.759
H  -0.143  0.720  2.537
H  -1.106  1.345  1.142
H  1.869  1.210  1.501
H  0.863  2.459  0.730
H  1.432  -0.211  -0.394
H  0.204  2.053  -1.719
H  -0.712  0.648  -1.095
H  1.464  0.640  -3.197
H  -0.305  0.461  -3.430
H  2.289  -1.490  -3.598
H  0.753  -1.788  -4.432
H  1.311  -2.882  -3.119
C  -2.314  -5.955  3.260
O  -2.198  -4.661  3.884
C  -0.943  -4.119  3.927
C  -1.017  -3.080  5.008
N  -1.530  -3.755  6.203
C  -2.157  -2.894  7.237
C  -1.223  -1.928  7.885
O  -2.005  -1.181  8.805
C  -1.334  -0.103  9.351
H  -1.961  -5.980  2.222
H  -3.383  -6.220  3.247
H  -1.859  -6.750  3.881
H  -0.667  -3.585  2.985
H  -0.110  -4.830  4.042
H  -1.663  -2.248  4.679
H  -0.019  -2.688  5.231
H  -2.271  -4.361  5.846
H  -2.587  -3.584  7.973
H  -3.035  -2.324  6.858
H  -0.773  -1.248  7.143
H  -0.404  -2.473  8.394
H  -0.662  -0.448  10.158
H  -2.069  0.593  9.728
H  -0.702  0.393  8.608
O  -5.449  -3.685  3.416
C  -4.800  -2.663  2.660
C  -4.635  -1.399  3.471
O  -3.913  -1.661  4.641
H  -5.726  -4.376  2.809
H  -3.788  -2.940  2.326
H  -5.408  -2.373  1.778
H  -5.620  -0.964  3.707
H  -4.113  -0.691  2.829
H  -4.137  -2.561  4.920
O  0.490  5.690  -2.151
C  0.030  4.650  -1.226
C  -0.368  5.239  0.087
O  -0.941  4.230  0.862
H  -0.256  6.034  -2.650
H  -0.817  4.099  -1.658
H  0.892  3.989  -1.073
H  -1.035  6.106  -0.086
H  0.527  5.684  0.549
H  -0.760  4.428  1.809
O  5.672  1.514  -1.733
C  4.582  1.734  -2.599
C  3.777  2.986  -2.200
O  3.250  2.906  -0.899
H  6.498  1.761  -2.151
H  4.893  1.835  -3.652
H  3.946  0.844  -2.521
H  2.955  3.138  -2.926
H  4.425  3.864  -2.267
H  2.768  2.013  -0.870

=====

No. 2
Entry from OMol25: a structure of composition C46H127N11O15V2 (the ωB97M-V functional and the def2-TZVPD basis).

Values from the calculation:
2S+1: 3
LUMO energy (spin up / spin down) in eV: -4.80 / -4.63
Net charge: +2
Gap between HOMO and LUMO (spin up / spin down) in eV: 6.96 / 7.12

Cartesian coordinates (Å):
O  -2.464  -1.613  2.501
V  -1.439  -2.713  1.939
O  -3.304  -1.882  -2.446
V  -3.002  -2.947  -1.211
O  -2.739  -3.791  0.641
H  -3.323  -4.499  0.977
C  -0.403  0.432  0.339
C  -0.310  -0.701  -0.557
O  -1.425  -1.588  -0.319
H  -0.271  0.186  1.392
H  -1.272  1.048  0.111
H  0.355  1.176  0.094
H  0.631  -1.229  -0.403
H  -0.286  -0.386  -1.600
C  -3.500  -5.310  4.958
C  -3.049  -3.912  4.538
C  -2.777  -3.004  5.740
O  -2.323  -1.675  5.264
C  -2.271  -0.642  6.218
N  -1.825  -4.068  3.727
H  -4.479  -5.128  5.401
H  -2.754  -5.759  5.614
H  -3.671  -6.016  4.145
H  -3.802  -3.471  3.885
H  -1.929  -3.473  6.239
H  -3.660  -2.911  6.373
H  -3.292  -0.536  6.584
H  -1.903  0.256  5.721
H  -1.633  -0.767  7.093
H  -1.133  -4.206  4.450
H  -1.865  -4.979  3.294
C  1.057  6.492  -0.905
C  2.192  7.160  -0.091
C  2.604  8.448  -0.748
O  2.951  8.318  -2.113
C  4.180  7.769  -2.294
N  1.890  7.288  1.290
H  0.209  7.150  -1.093
H  0.688  5.503  -0.633
H  1.410  6.488  -1.936
H  2.990  6.421  -0.164
H  3.347  9.083  -0.266
H  1.699  9.056  -0.739
H  4.427  7.654  -3.349
H  4.287  6.778  -1.854
H  4.930  8.445  -1.884
H  1.131  7.937  1.438
H  2.660  7.772  1.731
C  2.351  -5.001  1.943
C  1.127  -4.168  2.376
C  1.561  -2.665  2.599
O  0.355  -1.878  2.946
C  0.501  -0.871  3.970
N  0.115  -4.254  1.327
H  3.030  -5.136  2.785
H  2.948  -4.623  1.112
H  2.161  -5.993  1.534
H  0.828  -4.537  3.357
H  1.936  -2.337  1.629
H  2.308  -2.486  3.372
H  -0.304  -0.140  3.900
H  1.461  -0.362  3.881
H  0.459  -1.437  4.900
H  -0.152  -5.226  1.397
H  0.611  -4.096  0.462
C  -2.415  2.112  2.886
C  -3.055  3.502  2.487
C  -3.222  3.651  1.025
O  -1.975  3.584  0.329
C  -2.073  3.648  -1.065
N  -4.449  3.451  2.981
H  -3.178  1.365  2.668
H  -2.082  1.991  3.917
H  -1.547  1.942  2.249
H  -2.609  4.365  2.981
H  -3.667  4.610  0.760
H  -3.825  2.872  0.557
H  -1.025  3.685  -1.360
H  -2.487  4.637  -1.264
H  -2.652  2.815  -1.464
H  -5.011  2.654  2.719
H  -4.547  3.464  3.986
C  -1.518  -6.210  -2.403
C  -0.748  -5.039  -1.887
C  0.866  -5.041  -2.068
O  1.363  -3.941  -1.313
C  2.760  -3.691  -1.634
N  -1.350  -3.830  -2.525
H  -1.460  -6.169  -3.490
H  -2.601  -6.238  -2.275
H  -1.200  -7.216  -2.128
H  -0.924  -5.018  -0.812
H  1.175  -5.071  -3.113
H  1.103  -5.980  -1.569
H  3.087  -2.798  -1.102
H  2.785  -3.583  -2.718
H  3.439  -4.497  -1.358
H  -0.594  -3.188  -2.335
H  -1.289  -3.982  -3.522
C  5.629  0.156  -0.786
C  7.031  0.593  -1.345
C  7.405  2.063  -0.844
O  8.760  2.415  -1.346
C  9.208  3.780  -1.152
N  8.025  -0.250  -0.692
H  5.671  0.029  0.296
H  5.228  -0.768  -1.203
H  4.844  0.824  -1.140
H  6.980  0.663  -2.431
H  7.296  2.121  0.239
H  6.764  2.793  -1.338
H  9.932  4.057  -1.917
H  9.547  3.812  -0.116
H  8.316  4.401  -1.233
H  8.925  0.152  -0.911
H  8.014  -0.102  0.307
C  5.102  3.004  -4.002
C  3.696  3.635  -3.854
C  3.212  3.920  -2.427
O  3.153  2.720  -1.692
C  2.582  3.008  -0.400
N  3.573  4.844  -4.778
H  5.095  2.005  -3.566
H  5.861  3.542  -3.434
H  5.425  2.978  -5.043
H  2.960  2.889  -4.154
H  2.261  4.453  -2.407
H  3.911  4.662  -2.042
H  1.517  3.241  -0.427
H  3.100  3.816  0.116
H  2.612  2.091  0.189
H  3.855  5.732  -4.388
H  4.162  4.607  -5.563
C  -4.758  0.434  -1.178
C  -4.645  -0.450  0.094
C  -5.695  -0.086  1.182
O  -5.513  -0.924  2.331
C  -6.787  -1.554  2.826
N  -4.793  -1.758  -0.352
H  -4.644  1.500  -0.983
H  -5.690  0.238  -1.709
H  -3.901  0.253  -1.826
H  -3.671  -0.293  0.556
H  -6.680  -0.040  0.718
H  -5.614  0.982  1.386
H  -6.672  -2.030  3.800
H  -7.181  -2.129  1.988
H  -7.616  -0.877  3.031
H  -5.137  -2.142  0.517
H  -5.646  -1.728  -0.892
C  -0.794  2.587  7.007
C  0.503  1.906  6.405
C  1.216  2.537  5.196
O  0.540  2.382  3.944
C  1.321  2.844  2.871
N  1.411  1.980  7.513
H  -0.795  3.661  7.194
H  -1.246  2.102  7.873
H  -1.570  2.520  6.244
H  0.375  0.835  6.247
H  2.130  1.949  5.120
H  1.576  3.532  5.461
H  1.532  3.910  2.957
H  0.815  2.613  1.934
H  2.296  2.363  2.803
H  1.452  2.916  7.890
H  0.832  1.441  8.141
C  -6.115  -5.820  -3.091
C  -5.036  -4.776  -3.232
C  -5.410  -3.711  -4.286
O  -4.175  -3.214  -4.870
C  -4.398  -2.660  -6.170
N  -4.794  -4.250  -1.834
H  -6.287  -6.269  -4.069
H  -7.052  -5.416  -2.709
H  -5.941  -6.663  -2.423
H  -4.200  -5.426  -3.489
H  -6.096  -2.998  -3.828
H  -6.108  -4.196  -4.968
H  -3.462  -2.476  -6.698
H  -4.861  -1.703  -5.929
H  -5.037  -3.169  -6.891
H  -5.743  -3.924  -1.718
H  -4.823  -5.076  -1.252
C  -0.445  -1.162  -5.692
C  0.844  -1.697  -5.011
C  2.055  -0.642  -5.052
O  3.156  -1.316  -4.328
C  4.427  -0.918  -4.824
N  0.406  -1.808  -3.678
H  -0.196  -0.861  -6.709
H  -0.894  -0.309  -5.184
H  -1.227  -1.913  -5.804
H  1.073  -2.711  -5.337
H  1.945  0.364  -4.648
H  2.191  -0.488  -6.122
H  4.473  -1.257  -5.859
H  5.334  -1.340  -4.391
H  4.632  0.143  -4.971
H  1.192  -2.085  -3.109
H  0.063  -0.917  -3.349